Model P:
Formula: C3H11NO2
Source: OMol25
Level of theory: the ωB97M-V functional and the def2-TZVPD basis

Structure (ORCA input):
```
! RIJCOSX wB97M-V def2-TZVPD def2/J DEFGRID3
* xyz 1 2
C -0.66006 0.95413 0.00542
O -0.95734 0.45700 -1.31658
C 0.58816 0.27062 0.53685
C 0.47007 0.33505 2.09057
N 1.75985 0.88197 -0.00475
H -1.47712 0.52731 0.59970
H -0.71879 2.05008 0.06880
H -0.39092 1.02972 -1.85396
H 0.55884 -0.77088 0.16473
H 1.33486 -0.20877 2.49403
H 0.51040 1.32354 2.54378
H -0.44378 -0.11392 2.48995
H 2.53998 0.26221 0.26218
H 1.91463 1.83255 0.34818
H -1.65677 -2.92750 -1.73428
H -1.02159 -1.60183 -1.37046
O -1.02692 -2.53194 -1.12379
*
```

## Properties
E_HOMO (spin up / spin down)	-14.40 / -14.40	eV
LUMO level (spin up / spin down)	-3.5 / -9.4	eV
frontier orbital gap (spin up / spin down)	10.898 / 4.978	eV

=====

Model Q:
Formula: C3H11NO2
Source: OMol25
Level of theory: the ωB97M-V functional and the def2-TZVPD basis

Structure (ORCA input):
```
! RIJCOSX wB97M-V def2-TZVPD def2/J DEFGRID3
* xyz 1 2
C 0.01231 0.42326 -1.67177
N 0.91559 -0.61802 -1.27326
C 0.53816 -1.97002 -0.94400
O 0.77187 -2.26706 0.41444
C -0.76119 1.12340 -0.55193
H -0.74795 -0.02428 -2.32358
H 0.48356 1.10681 -2.39670
H 1.46937 -0.23376 -0.49111
H 1.18333 -2.67661 -1.48203
H -0.51434 -2.19012 -1.12058
H 1.63045 -2.71683 0.49241
H -0.58334 2.19144 -0.39604
H -0.30325 0.80769 0.39887
H -1.82263 0.92501 -0.61376
H -1.08573 1.94733 3.28686
H -0.77604 1.93909 4.76061
O -0.41016 2.23268 3.91156
*
```

## Properties
E_HOMO (spin up / spin down)	-14.02 / -14.02	eV
LUMO level (spin up / spin down)	-3.1 / -8.5	eV
frontier orbital gap (spin up / spin down)	10.898 / 5.538	eV

=====

Stability check: which of them is least stable? model P.

=====

Model P:
Formula: C4H7Cl2N2
Source: OMol25
Level of theory: the ωB97M-V functional and the def2-TZVPD basis

Structure (ORCA input):
```
! RIJCOSX wB97M-V def2-TZVPD def2/J DEFGRID3
* xyz 1 1
C 1.56076 0.85851 -0.82987
C -0.31664 0.00851 1.56373
C -0.09403 -1.69988 -0.30885
C -0.62692 -0.43171 0.19706
N 2.15061 1.78138 -1.20342
N -1.40884 0.27213 -0.55388
Cl 2.98325 3.09258 -1.73701
Cl -2.10443 1.79848 -0.11878
H -1.23345 0.14587 2.13728
H 0.17048 0.98302 1.52832
H 0.33009 -0.69363 2.07946
H -0.36257 -2.50911 0.36828
H -0.42659 -1.94004 -1.31352
H 0.99492 -1.64476 -0.30158
H -1.61666 -0.02134 -1.50722
*
```

## Properties
E_HOMO	-15.17	eV
LUMO level	-4.1	eV
frontier orbital gap	11.025	eV

=====

Model Q:
Formula: C4H7Cl2N2
Source: OMol25
Level of theory: the ωB97M-V functional and the def2-TZVPD basis

Structure (ORCA input):
```
! RIJCOSX wB97M-V def2-TZVPD def2/J DEFGRID3
* xyz 1 1
C 0.42525 -1.01765 -1.10709
C 2.44634 0.42967 -0.08998
C 0.38897 -1.28962 0.11400
C 0.94067 0.13940 -0.18123
N -0.82998 1.53989 0.55705
N 0.25682 1.22502 0.26582
Cl -2.51280 0.74256 0.40202
Cl -4.08502 -1.58096 -0.28018
H 2.75843 0.63990 -1.13630
H 2.98723 -0.33576 0.22978
H 2.64701 1.40024 0.51794
H 0.30600 -1.84120 1.06408
H -4.98096 -1.42079 0.65397
H 0.32966 -1.04091 -2.14817
H -1.07762 2.41021 1.13830
*
```

## Properties
E_HOMO	-14.50	eV
LUMO level	-5.2	eV
frontier orbital gap	9.345	eV

=====

Stability check: which of them is least stable? model Q.

=====

Model P:
Formula: C19H29N2O2
Source: OMol25
Level of theory: the ωB97M-V functional and the def2-TZVPD basis

Structure (ORCA input):
```
! RIJCOSX wB97M-V def2-TZVPD def2/J DEFGRID3
* xyz 1 1
C -4.34327 -0.91645 1.07827
C -3.05721 -0.10446 1.29243
C -1.98495 -0.56849 0.37767
N -1.66106 0.00521 -0.78784
C -2.16211 1.25330 -1.30031
C -1.52539 2.48864 -0.60849
O -2.05329 3.65615 -1.15905
C 0.01124 2.45073 -0.65883
O 0.48098 1.46666 0.23192
C 1.68233 1.81265 0.92706
C 2.91401 1.81177 0.01658
C 3.23039 0.40704 -0.48718
C 3.45859 -0.53662 0.68817
C 2.21644 -0.57416 1.57146
C 1.86427 0.82149 2.07663
C -0.67929 -0.75473 -1.39287
C 0.00547 -0.62511 -2.59452
C 0.93421 -1.59980 -2.89875
C 1.17749 -2.67809 -2.04451
C 0.49774 -2.82286 -0.85305
C -0.43399 -1.84140 -0.53840
N -1.26750 -1.68387 0.55054
C -1.29838 -2.59816 1.66113
H -5.11498 -0.55258 1.74968
H -4.18481 -1.97238 1.27887
H -4.70121 -0.80982 0.05751
H -3.26532 0.94908 1.11583
H -2.72749 -0.20583 2.32787
H -1.94075 1.29185 -2.36927
H -3.24670 1.30599 -1.17738
H -1.81826 2.50668 0.44708
H -1.69978 3.80834 -2.04392
H 0.37355 3.44397 -0.36417
H 0.35743 2.24703 -1.68399
H 1.55024 2.82270 1.34812
H 3.75763 2.19407 0.59272
H 2.75374 2.48755 -0.82573
H 4.11674 0.43797 -1.12201
H 2.39472 0.04058 -1.08846
H 3.68420 -1.53984 0.32191
H 4.31314 -0.19137 1.27239
H 2.37997 -1.23784 2.42268
H 1.38117 -0.95807 0.98507
H 2.66517 1.19227 2.71688
H 0.94544 0.78888 2.66540
H -0.17003 0.19626 -3.26983
H 1.48925 -1.52860 -3.82055
H 1.91346 -3.41345 -2.32695
H 0.68483 -3.65757 -0.19798
H -1.72596 -3.55277 1.34915
H -1.89110 -2.19326 2.47626
H -0.28105 -2.76930 2.01478
*
```

## Properties
SMILES	CCc1n(C[C@H](O)COC2CCCCC2)c2ccccc2[n+]1C
E_HOMO	-12.43	eV
LUMO level	-2.8	eV
frontier orbital gap	9.594	eV

=====

Model Q:
Formula: C19H29N2O2
Source: OMol25
Level of theory: the ωB97M-V functional and the def2-TZVPD basis

Structure (ORCA input):
```
! RIJCOSX wB97M-V def2-TZVPD def2/J DEFGRID3
* xyz 1 1
C 2.24748 3.12987 -1.74137
C 1.88743 1.81192 -2.54448
O 1.73696 0.75784 -1.58428
C 0.39966 0.23638 -1.54027
C 0.09932 -0.48367 -0.15464
C 0.93013 0.17647 0.98736
C 2.33601 -0.20741 1.18856
N 3.02292 0.39784 2.18856
N 2.63527 1.29994 3.04466
C 1.36989 1.70072 2.93629
C 0.38476 1.20030 1.92738
C -1.09406 1.67779 1.88973
C -1.66693 2.02002 0.48821
C -1.13298 3.04915 -0.38382
C -1.76584 3.20654 -1.69419
C -2.87501 2.39596 -2.14348
C -3.54163 2.51337 -3.56163
C -3.44831 1.38224 -1.24296
C -2.82611 1.22098 0.05336
H 1.96416 4.06578 -2.29353
H 1.62124 3.09238 -0.80678
H 3.32824 3.15464 -1.43195
H 0.97978 1.98560 -3.17718
H 2.73679 1.59479 -3.25215
H -0.34863 1.03840 -1.77095
H 0.31918 -0.51473 -2.38174
H 0.47964 -1.53711 -0.30273
H -0.99184 -0.57044 0.04045
H 2.81781 -0.97609 0.53643
H 3.99732 0.08530 2.28679
H 0.97821 2.47438 3.63952
H -1.70684 0.85518 2.35553
H -1.17081 2.54041 2.61349
H -0.27383 3.64990 -0.02410
H -1.36200 3.97858 -2.38351
H -4.25828 3.37434 -3.49562
H -2.79324 2.67065 -4.37582
H -4.15608 1.58730 -3.72688
H -4.30000 0.72380 -1.51013
H -3.22725 0.43738 0.74784
C 1.00003 -6.33291 1.75108
C 0.90180 -4.87440 1.33382
C 0.22541 -4.03549 2.40731
O 0.16205 -4.77520 0.11732
H 0.00538 -6.75957 1.90992
H 1.47715 -6.92400 0.96724
H 1.57705 -6.44294 2.67160
H 1.90235 -4.48121 1.13618
H -0.79534 -4.38271 2.59032
H 0.15588 -2.99128 2.08850
H 0.78017 -4.07630 3.34732
H -0.72445 -5.12070 0.27944
*
```

## Properties
E_HOMO	-11.72	eV
LUMO level	-4.4	eV
frontier orbital gap	7.323	eV

=====

Stability check: which of them is least stable? model Q.

=====

Model P:
Formula: C6H16N2
Source: OMol25
Level of theory: the ωB97M-V functional and the def2-TZVPD basis

Structure (ORCA input):
```
! RIJCOSX wB97M-V def2-TZVPD def2/J DEFGRID3
* xyz 0 1
C 0.02034 0.32646 3.45415
C 0.56010 1.17695 2.29878
N 1.64643 0.35761 1.64109
C 1.26252 -0.42825 0.45962
C 0.44935 0.28930 -0.63858
C -0.28732 -0.66578 -1.51524
C -1.04076 -0.05116 -2.73909
N -2.27972 -0.75216 -3.07101
H 0.46480 0.42174 4.44683
H 0.00509 -0.73144 3.22497
H -1.03392 0.53574 3.72931
H -0.23687 1.38236 1.60179
H 1.09730 2.07195 2.62536
H 1.90164 -0.39829 2.26494
H 2.15264 -0.76774 -0.11599
H 0.70398 -1.35666 0.65677
H 1.05884 0.97836 -1.22316
H -0.24213 1.01285 -0.16581
H -1.05371 -1.19962 -0.94373
H 0.36734 -1.49490 -1.84238
H -1.25098 1.00954 -2.59258
H -0.46070 -0.16770 -3.65804
H -2.71053 -1.22050 -2.28550
H -2.21023 -1.38534 -3.84302
*
```

## Properties
SMILES	CCNCCCCN
E_HOMO	-8.73	eV
LUMO level	1.1	eV
frontier orbital gap	9.786	eV

=====

Model Q:
Formula: C6H16N2
Source: OMol25
Level of theory: the ωB97M-V functional and the def2-TZVPD basis

Structure (ORCA input):
```
! RIJCOSX wB97M-V def2-TZVPD def2/J DEFGRID3
* xyz 0 1
C 0.57015 -2.80298 -1.92673
C 0.49726 -1.30836 -2.32857
N 1.33043 -0.48311 -1.42228
C 0.77073 -0.34869 -0.05777
C -0.02132 0.93380 0.17486
N -0.20114 1.10689 1.64760
C -0.21131 2.54885 1.90426
C -1.51855 0.52724 2.05195
H -0.20569 -3.28267 -2.49493
H 1.61684 -3.03490 -2.08311
H 0.32747 -2.92679 -0.87389
H 1.02489 -1.28678 -3.27575
H -0.49624 -0.88515 -2.52196
H 1.28981 0.44946 -1.81213
H 1.61609 -0.46353 0.62224
H 0.16598 -1.21257 0.23773
H -0.99830 0.72436 -0.26439
H 0.47549 1.82380 -0.20173
H -0.89168 3.11941 1.25177
H 0.80018 2.92220 1.79292
H -0.54450 2.78813 2.91482
H -1.24811 -0.37145 2.59341
H -1.94374 1.14545 2.83827
H -2.20474 0.31739 1.23342
*
```

## Properties
SMILES	CCNCCN(C)C
E_HOMO	-8.66	eV
LUMO level	1.1	eV
frontier orbital gap	9.729	eV

=====

Model R:
Formula: C6H16N2
Source: OMol25
Level of theory: the ωB97M-V functional and the def2-TZVPD basis

Structure (ORCA input):
```
! RIJCOSX wB97M-V def2-TZVPD def2/J DEFGRID3
* xyz 0 1
N 1.97877 1.30397 -2.47287
C 0.65953 0.90606 -2.38521
C 0.49112 -0.52360 -2.38960
C -0.38266 1.78455 -2.36712
N 0.96573 -0.92780 0.81341
C -0.21563 -1.56203 0.95052
C -0.96010 -1.72519 2.24949
C -0.53174 -0.60645 3.19469
H 2.54838 1.00421 -1.61154
H 1.92486 2.29128 -2.51014
H -0.55585 2.12386 0.73747
H 1.06027 -0.96850 -3.22389
H -0.52791 -0.91323 -2.46944
H 0.89277 -0.94087 -1.40786
H -1.41010 1.51041 -2.04940
H -0.13752 2.88499 -2.26817
H -1.37691 2.31354 0.66346
H -0.03690 -2.47395 0.43840
H 0.02895 -0.21448 0.88940
H -1.98722 -1.64033 1.93240
H -0.79006 -2.68892 2.82527
H -0.69334 -0.91939 4.32100
H 0.43524 -0.18314 2.93240
H -1.37966 0.16501 3.20732
*
```

## Properties
E_HOMO	-8.11	eV
LUMO level	0.0	eV
frontier orbital gap	8.127	eV

=====

Stability check: which of them is least stable? model R.